1.
The following is a DFT calculation (ωB97M-V/def2-TZVPD) of a molecular structure, C37H43NP2PdSb2.

2S+1: 3
Frontier orbital gap (alpha / beta) in eV: 8.145 / 5.778
Calculated total energy in hartree: -2781.0735
Total charge: +2

Positions of all 86 atoms, in Å:
Pd (-0.35, 0.46, -0.35)
C (0.17, -3.73, -1.61)
N (-0.01, -2.38, -1.07)
P (1.19, -1.27, -0.69)
C (2.10, -0.81, -2.16)
C (1.56, -1.06, -3.42)
C (2.20, -0.59, -4.56)
C (3.38, 0.14, -4.43)
C (3.91, 0.40, -3.18)
C (3.28, -0.07, -2.04)
C (2.32, -2.05, 0.48)
C (1.89, -2.18, 1.80)
C (2.68, -2.84, 2.72)
C (3.91, -3.37, 2.32)
C (4.33, -3.25, 1.01)
C (3.54, -2.58, 0.08)
P (-1.48, -1.56, -0.86)
C (-2.40, -2.46, 0.40)
C (-1.76, -3.33, 1.27)
C (-2.47, -3.96, 2.28)
C (-3.83, -3.69, 2.43)
C (-4.47, -2.81, 1.57)
C (-3.76, -2.19, 0.55)
C (-2.41, -1.67, -2.39)
C (-3.17, -2.80, -2.70)
C (-3.81, -2.88, -3.92)
C (-3.70, -1.84, -4.83)
C (-2.96, -0.71, -4.52)
C (-2.32, -0.62, -3.30)
H (1.23, -3.98, -1.60)
H (-0.19, -3.80, -2.63)
H (-0.36, -4.46, -1.00)
H (0.63, -1.62, -3.52)
H (1.79, -0.80, -5.53)
H (3.88, 0.50, -5.32)
H (4.83, 0.96, -3.09)
H (3.70, 0.13, -1.06)
H (0.93, -1.77, 2.10)
H (2.36, -2.95, 3.75)
H (4.53, -3.89, 3.04)
H (5.28, -3.67, 0.70)
H (3.88, -2.49, -0.94)
H (-0.70, -3.54, 1.15)
H (-1.98, -4.66, 2.94)
H (-4.39, -4.18, 3.22)
H (-5.53, -2.62, 1.69)
H (-4.28, -1.52, -0.13)
H (-3.26, -3.61, -1.98)
H (-4.39, -3.76, -4.17)
H (-4.21, -1.91, -5.79)
H (-2.89, 0.11, -5.23)
H (-1.74, 0.27, -3.05)
C (-1.76, -0.48, 3.40)
Sb (-0.68, 0.91, 2.20)
C (1.10, 1.22, 3.30)
C (-1.75, 2.77, 2.46)
C (-0.78, 3.90, 2.68)
C (-0.37, 4.17, 3.98)
C (0.55, 5.16, 4.26)
C (1.07, 5.92, 3.22)
C (0.65, 5.68, 1.93)
C (-0.28, 4.68, 1.63)
C (-0.70, 4.51, 0.20)
Sb (0.41, 2.97, -0.80)
C (2.39, 3.52, -0.32)
C (0.27, 3.52, -2.84)
H (-1.96, 0.00, 4.35)
H (-1.15, -1.36, 3.56)
H (-2.69, -0.76, 2.91)
H (0.86, 1.24, 4.37)
H (1.53, 2.17, 3.01)
H (1.80, 0.41, 3.10)
H (-2.38, 2.63, 3.33)
H (-2.39, 2.90, 1.59)
H (-0.79, 3.58, 4.79)
H (0.85, 5.35, 5.28)
H (1.79, 6.71, 3.42)
H (1.03, 6.30, 1.12)
H (-0.52, 5.43, -0.36)
H (-1.76, 4.27, 0.09)
H (2.58, 4.53, -0.66)
H (3.08, 2.83, -0.81)
H (2.53, 3.47, 0.76)
H (0.65, 4.53, -2.97)
H (-0.77, 3.48, -3.17)
H (0.86, 2.83, -3.44)

***

2.
The following is a DFT calculation (ωB97M-V/def2-TZVPD) of a single C2H4N4S molecule.

2S+1: 1
Frontier orbital gap (alpha / beta) in eV: 7.364 / 6.999
Calculated total energy in hartree: -695.6681

Positions of all 11 atoms, in Å:
C (0.38, 0.48, 1.91)
C (-0.98, -0.79, 0.38)
N (-0.01, -0.01, 3.01)
N (-1.76, -1.41, -0.42)
N (-0.02, 0.12, 0.54)
N (0.54, 0.88, -0.54)
S (-1.34, -1.06, 3.09)
H (1.07, 1.36, 1.89)
H (-2.45, -2.03, -0.11)
H (-0.22, 1.33, -1.13)
H (0.97, 0.27, -1.32)

***

3.
The following is a DFT calculation (ωB97M-V/def2-TZVPD) of a molecular structure, C24H32N5O2PS3Ta.

2S+1: 1
Frontier orbital gap in eV: 6.912
Calculated total energy in hartree: -2950.1669
Total charge: +3

Positions of all 68 atoms, in Å:
Ta (0.65, 1.03, 0.32)
C (-0.90, 2.96, 2.49)
C (-1.92, 2.44, 1.49)
N (-1.53, 1.08, 1.00)
C (-1.98, -0.04, 1.87)
C (-1.11, -0.26, 3.10)
S (0.67, -0.10, 2.72)
C (1.22, 1.21, 3.86)
C (1.39, 2.60, 3.21)
N (0.52, 2.75, 2.02)
H (-0.99, 2.45, 3.44)
H (-1.08, 4.01, 2.69)
H (-2.00, 3.09, 0.63)
H (-2.91, 2.40, 1.97)
H (-2.03, 0.95, 0.12)
H (-1.96, -0.94, 1.25)
H (-3.01, 0.13, 2.18)
H (-1.27, -1.27, 3.47)
H (-1.34, 0.42, 3.91)
H (2.17, 0.88, 4.28)
H (0.51, 1.22, 4.69)
H (2.42, 2.75, 2.91)
H (1.16, 3.37, 3.95)
H (0.80, 3.62, 1.57)
N (1.93, 1.56, -1.68)
N (1.71, 2.93, -1.86)
C (0.51, 3.43, -1.38)
O (0.16, 4.56, -1.48)
O (-0.19, 2.45, -0.72)
H (2.94, 1.39, -1.63)
H (1.58, 1.02, -2.47)
H (2.18, 3.41, -2.62)
C (5.56, 1.00, 1.46)
C (4.84, -0.18, 1.53)
C (3.48, -0.16, 1.25)
N (2.84, 0.98, 0.93)
C (3.56, 2.13, 0.84)
C (4.91, 2.17, 1.10)
H (6.62, 1.00, 1.67)
H (5.31, -1.12, 1.79)
H (2.89, -1.06, 1.28)
H (3.02, 3.03, 0.55)
H (5.44, 3.11, 1.02)
S (-1.60, -3.69, 0.90)
P (-1.46, -2.90, -0.80)
S (0.30, -0.96, -0.52)
C (-0.66, -3.76, -2.13)
C (0.37, -3.27, -2.95)
C (0.83, -4.05, -3.99)
C (0.28, -5.30, -4.23)
C (-0.73, -5.79, -3.42)
C (-1.21, -5.03, -2.36)
C (-2.71, -1.80, -1.37)
C (-2.56, -1.16, -2.61)
C (-3.57, -0.35, -3.09)
C (-4.73, -0.18, -2.35)
C (-4.89, -0.82, -1.13)
C (-3.88, -1.63, -0.63)
H (0.80, -2.30, -2.77)
H (1.63, -3.68, -4.62)
H (0.65, -5.91, -5.04)
H (-1.16, -6.77, -3.60)
H (-1.99, -5.42, -1.73)
H (-1.67, -1.33, -3.21)
H (-3.46, 0.13, -4.06)
H (-5.53, 0.43, -2.74)
H (-5.82, -0.72, -0.58)
H (-4.02, -2.16, 0.31)

***

4.
The following is a DFT calculation (ωB97M-V/def2-TZVPD) of a molecular structure, C11H22AlI2NO7P.

2S+1: 1
Frontier orbital gap in eV: 7.481
Calculated total energy in hartree: -2193.1109
Total charge: -1

Positions of all 45 atoms, in Å:
C (-3.43, -2.25, 2.44)
O (-3.00, -3.08, 1.36)
C (-1.78, -2.65, 0.77)
C (-1.93, -2.10, -0.70)
C (-3.04, -0.97, -0.79)
Al (-2.44, 0.78, -1.65)
N (-2.11, 0.40, -3.51)
C (-0.74, 1.60, -0.88)
I (0.63, 2.60, -2.28)
C (-0.35, 1.62, 0.46)
C (-1.27, 0.99, 1.55)
I (1.49, 2.54, 1.10)
P (-4.18, 2.37, -1.51)
O (-3.87, 3.68, -2.20)
O (-4.56, 2.62, 0.15)
O (-5.61, 1.69, -2.18)
H (-2.62, -1.66, 2.92)
H (-3.84, -2.93, 3.24)
H (-4.31, -1.62, 2.11)
H (-1.22, -1.88, 1.36)
H (-1.10, -3.56, 0.73)
H (-0.96, -1.76, -1.15)
H (-2.28, -2.98, -1.32)
H (-3.56, -0.76, 0.19)
H (-3.86, -1.38, -1.46)
H (-1.16, 0.68, -3.78)
H (-2.09, -0.63, -3.58)
H (-1.41, 1.78, 2.35)
H (-0.71, 0.16, 2.05)
H (-2.29, 0.71, 1.20)
H (-4.64, 1.74, 0.56)
H (-5.68, 0.82, -1.76)
C (7.19, 1.26, -0.30)
C (6.49, 0.10, 0.38)
C (5.23, -0.34, -0.33)
O (4.45, -0.86, 0.74)
C (4.85, -0.22, 1.87)
O (4.27, -0.28, 2.91)
O (5.99, 0.48, 1.66)
H (7.28, 1.09, -1.38)
H (6.67, 2.20, -0.12)
H (8.20, 1.37, 0.10)
H (7.18, -0.74, 0.51)
H (5.43, -1.11, -1.07)
H (4.68, 0.48, -0.80)

***

5.
The following is a DFT calculation (ωB97M-V/def2-TZVPD) of a molecular structure, C25H53ClInN2O3.

2S+1: 3
Frontier orbital gap (alpha / beta) in eV: 6.456 / 6.245
Calculated total energy in hartree: -1969.7271
Total charge: -1

Positions of all 85 atoms, in Å:
C (-1.11, 3.31, -1.35)
O (-0.50, 2.05, -1.47)
C (-0.30, 1.70, -2.85)
C (0.35, 0.35, -2.99)
C (1.03, 0.25, -4.37)
In (-0.09, 1.15, -6.10)
C (-0.12, 3.39, -6.11)
C (0.90, 4.00, -7.10)
C (1.49, 5.31, -6.63)
Cl (0.34, 6.67, -6.96)
H (-2.19, 3.20, -1.43)
H (-0.80, 3.99, -2.15)
H (-0.83, 3.77, -0.41)
H (-1.26, 1.72, -3.36)
H (0.38, 2.43, -3.28)
H (1.12, 0.34, -2.22)
H (-0.36, -0.45, -2.83)
H (1.18, -0.80, -4.57)
H (1.99, 0.75, -4.29)
H (-1.78, 0.55, -6.11)
H (0.74, 0.64, -7.61)
H (0.06, 3.86, -5.14)
H (-1.10, 3.75, -6.42)
H (1.73, 3.30, -7.19)
H (0.45, 4.13, -8.07)
H (1.63, 5.31, -5.57)
H (2.42, 5.54, -7.12)
C (1.52, -3.62, 1.05)
C (0.18, -3.20, 0.41)
C (-0.97, -3.49, 1.37)
C (-1.26, -4.98, 1.52)
C (-1.49, -5.63, 0.15)
C (-0.39, -5.34, -0.87)
N (-0.04, -3.89, -0.89)
O (-0.88, -3.24, -1.62)
C (0.86, -6.20, -0.56)
C (-0.86, -5.77, -2.25)
C (0.30, -1.70, 0.18)
H (1.81, -2.90, 1.81)
H (1.48, -4.59, 1.55)
H (2.31, -3.65, 0.30)
H (-1.87, -2.98, 1.01)
H (-0.74, -3.05, 2.34)
H (-0.44, -5.49, 2.04)
H (-2.15, -5.12, 2.14)
H (-1.60, -6.71, 0.26)
H (-2.45, -5.27, -0.25)
H (1.70, -5.88, -1.18)
H (0.65, -7.24, -0.79)
H (1.17, -6.16, 0.48)
H (-1.81, -5.31, -2.52)
H (-1.00, -6.85, -2.26)
H (-0.13, -5.51, -3.02)
H (1.11, -1.46, -0.50)
H (0.50, -1.20, 1.13)
H (-0.61, -1.25, -0.21)
C (2.02, 2.46, 4.71)
C (1.11, 2.04, 3.54)
C (0.35, 3.25, 3.00)
C (-0.74, 3.74, 3.95)
C (-1.69, 2.61, 4.33)
C (-0.99, 1.35, 4.84)
N (0.15, 0.97, 3.95)
O (-0.28, 0.33, 2.92)
C (-0.51, 1.56, 6.29)
C (-2.00, 0.21, 4.89)
C (2.03, 1.50, 2.46)
H (2.89, 2.99, 4.33)
H (1.54, 3.14, 5.41)
H (2.37, 1.59, 5.26)
H (-0.11, 2.99, 2.04)
H (1.06, 4.05, 2.79)
H (-0.30, 4.18, 4.85)
H (-1.30, 4.55, 3.47)
H (-2.40, 2.95, 5.09)
H (-2.29, 2.35, 3.44)
H (0.12, 0.73, 6.61)
H (-1.37, 1.59, 6.96)
H (0.03, 2.48, 6.44)
H (-2.49, 0.05, 3.93)
H (-2.77, 0.44, 5.63)
H (-1.52, -0.73, 5.18)
H (2.58, 0.62, 2.82)
H (2.76, 2.26, 2.19)
H (1.50, 1.22, 1.55)

***

6.
The following is a DFT calculation (ωB97M-V/def2-TZVPD) of 6 unconnected molecules or ions with the total composition C22H24Cl3N4.

2S+1: 1
Frontier orbital gap in eV: 5.818
Calculated total energy in hartree: -2452.2952
Total charge: -1

Positions of all 53 atoms, in Å:
Cl (1.97, -13.15, 20.33)
Cl (0.22, -6.44, 22.42)
C (0.45, -6.95, 20.68)
C (-0.11, -5.93, 19.66)
Cl (0.99, -4.50, 19.46)
H (-0.17, -7.84, 20.54)
H (1.47, -7.20, 20.41)
H (-1.14, -5.65, 19.90)
H (-0.30, -6.37, 18.68)
N (5.24, -12.81, 26.96)
C (5.33, -11.56, 26.47)
C (6.30, -10.64, 26.90)
C (7.15, -11.00, 27.90)
C (7.12, -12.25, 28.42)
C (6.16, -13.14, 27.94)
H (4.56, -11.20, 25.79)
H (6.25, -9.62, 26.55)
H (7.82, -10.25, 28.28)
H (7.88, -12.52, 29.14)
H (6.21, -14.09, 28.47)
N (-3.24, -11.65, 14.15)
C (-3.59, -11.05, 13.03)
C (-2.75, -10.30, 12.23)
C (-1.45, -10.10, 12.68)
C (-1.04, -10.68, 13.86)
C (-1.92, -11.49, 14.57)
H (-4.62, -11.27, 12.78)
H (-3.12, -9.91, 11.29)
H (-0.77, -9.48, 12.12)
H (-0.06, -10.66, 14.33)
H (-1.70, -12.00, 15.49)
N (-4.97, -14.53, 22.99)
C (-6.02, -14.71, 23.87)
C (-7.33, -14.61, 23.40)
C (-7.53, -14.21, 22.04)
C (-6.47, -13.85, 21.20)
C (-5.19, -14.02, 21.71)
H (-5.87, -15.07, 24.88)
H (-8.09, -14.80, 24.14)
H (-8.53, -14.23, 21.62)
H (-6.57, -13.56, 20.16)
H (-4.25, -13.72, 21.26)
N (-0.43, -20.41, 18.92)
C (-0.78, -21.71, 18.98)
C (-0.97, -22.54, 17.83)
C (-0.68, -21.95, 16.59)
C (-0.28, -20.66, 16.45)
C (-0.18, -19.91, 17.67)
H (-0.95, -22.19, 19.94)
H (-1.34, -23.55, 17.95)
H (-0.67, -22.56, 15.70)
H (-0.06, -20.26, 15.47)
H (0.05, -18.86, 17.72)

***

Going through the records in order, we get maximum force values of 0.21; 6.16; 0.53; 2.91; 1.70; 3.42 eV/A.